DFT (the ωB97M-V functional and the def2-TZVPD basis) results for a structure of composition C4H10OS.

E in eV: -17190.0168
Energy relative to the best compared isomer or geometry (same formula, charge and spin) in eV: 2.809
Frontier orbital gap in eV: 9.71
LUMO level in eV: 0.682

```
! RIJCOSX wB97M-V def2-TZVPD def2/J DEFGRID3
* xyz 0 1
H 2.4710 -0.3250 -0.4553
H 1.7665 -1.1787 0.9389
H -0.7998 1.4983 0.9801
H -1.1912 -1.5293 -1.0063
S -2.5657 -0.0076 -0.0396
H 0.2936 0.3559 1.7816
C 0.2544 -0.0102 -0.2501
H -0.1884 1.9756 -0.7513
H -2.4825 0.1315 -1.4349
C 1.5617 -0.7828 -0.1249
H 1.0772 1.7767 1.0378
C 0.2364 0.9433 0.8957
H 1.5305 -1.6555 -0.8928
O 0.1536 0.9226 -1.3576
C -1.0210 -0.7908 -0.1365
H -1.0963 -1.3242 0.8152
*
```